DFT (ωB97M-V/def2-TZVPD) results for one molecule with the formula CHN3O2 at a distorted geometry.

Output
LUMO energy	-0.22	eV
SMILES	O=c1nn[nH]o1
net charge	0
2S+1	1
HOMO level	-10.36	eV
Kohn-Sham gap	10.13	eV
relative energy (zero: lowest compared OMol25 entry of this formula, charge and spin)	254.7	kJ/mol

Geometry as XYZ:
```
7
Properties=species:S:1:pos:R:3:nbo_charge:R:1
O 0.9671 -0.0817 1.6983 -0.538
C 0.3847 0.0362 0.6491 0.755
N 0.3597 -1.0606 -0.1761 -0.269
N -0.2643 -0.6978 -1.2276 0.047
N -0.7774 0.5575 -1.0519 -0.156
O -0.4504 0.9932 0.1708 -0.288
H -1.6679 0.8958 -1.6577 0.448
```